A molecular structure, C45H48AlNO26P, computed with ωB97M-V/def2-TZVPD.

Atoms and positions in Å:
1 C 4.2480 -0.9413 -7.5204
2 H 1.2553 0.8908 3.9476
3 O 6.3740 0.0605 -7.6825
4 C -5.9090 6.2814 5.0007
5 C -4.8022 5.4458 0.6419
6 H -4.6483 -3.2572 -0.6507
7 C -0.9505 -4.2159 0.4655
8 C -2.2255 -4.9993 0.5865
9 H -0.9563 -2.1980 -2.2679
10 H -0.7910 -4.0538 -0.5779
11 C -5.5054 4.5771 1.3831
12 O -7.4655 3.2705 1.4807
13 O -1.3824 5.7408 -0.4701
14 C 6.3034 -1.8466 -6.3393
15 C 0.4220 0.8682 0.5329
16 O 0.5164 7.3767 -4.4298
17 O 4.1320 -4.5847 5.3714
18 O 2.2585 -2.1198 -7.1721
19 H 6.0730 -8.5505 5.7802
20 O 2.9380 6.7574 -3.6498
21 C 0.8205 1.2311 3.0238
22 N 1.7811 -3.1197 -1.2644
23 H 2.5213 7.1477 -4.4406
24 C 5.6407 -7.7751 5.1649
25 C 2.1332 5.9494 -1.6071
26 O 1.6254 -0.6490 1.8797
27 C -3.8447 -3.4156 0.0354
28 H 4.7490 -5.4764 7.0388
29 C -0.3250 -1.5781 -2.8690
30 C 1.9499 6.4956 -2.8155
31 H 2.0112 -2.9045 -6.6423
32 O -1.0804 3.8908 1.6497
33 H 5.4482 -8.0948 1.5387
34 C 2.0669 -2.4677 -2.5404
35 H 0.4630 -6.7700 0.1009
36 H -0.0260 -0.7734 -2.2416
37 C 5.0118 -6.9107 2.8581
38 H -4.8703 10.3904 5.2884
39 C -6.5064 5.3433 -1.2386
40 O -3.6642 5.9705 1.0380
41 C 3.5439 -1.9408 -6.9685
42 H -8.6220 3.3472 -0.1664
43 H 7.8385 -0.8784 -6.6632
44 H 0.8806 -4.1399 1.4734
45 H 0.4376 -5.2701 -2.5984
46 H 1.8916 -6.0836 0.7988
47 C -0.3877 6.0376 -1.2814
48 O -0.0708 3.1890 3.9561
49 C 0.9823 5.7004 -0.7564
50 H 4.0969 -4.9839 2.7473
51 C -6.3363 8.8792 6.0971
52 C 5.6064 -2.8442 -5.7851
53 H -4.2668 -3.5395 1.0202
54 C 5.6638 -0.8230 -7.2351
55 H 2.4251 -1.4665 -2.3547
56 C -5.0496 7.3748 4.5858
57 H 3.8866 -8.2129 -3.1948
58 P 3.6262 -5.9600 -2.2886
59 O -4.5137 9.6431 4.7730
60 O 5.0410 -7.2101 1.5781
61 O 3.4709 -3.8144 -5.5900
62 H -5.1801 4.2528 2.3605
63 C 5.1566 -6.6384 5.6701
64 H -0.1639 -5.4026 2.0237
65 H -1.5460 6.8400 -2.8760
66 O -4.5841 6.7008 -1.3178
67 H 3.5022 -8.2792 -1.4997
68 C -0.2625 2.0304 0.4682
69 O 5.9980 -9.0012 3.1938
70 C 4.1798 -2.9549 -6.0543
71 C 0.9862 -5.8439 0.2574
72 H 0.5331 -3.3139 -3.7400
73 O -7.7626 5.5283 6.2860
74 H -0.6876 2.3900 -0.4585
75 C -5.2471 8.5970 5.0970
76 C 0.8502 -2.3462 -3.4250
77 O 7.6032 -1.6725 -6.1501
78 O -3.1913 -4.5813 -0.3576
79 H 3.1096 5.6851 -1.2279
80 H 2.8329 -2.9633 -3.1264
81 C -5.2675 5.8957 -0.7181
82 H -7.9978 8.0064 7.1992
83 O -8.3379 3.9297 -0.8962
84 C -0.4584 2.8364 1.6406
85 O 1.0364 5.2354 0.3592
86 H -0.9928 5.3224 0.3349
87 H 4.3267 -6.3521 -0.2753
88 H -6.8255 5.6584 -2.2215
89 H 1.0674 -0.7038 -0.3294
90 C 3.2876 -7.7816 -2.4242
91 C 4.5552 -5.5692 4.7996
92 H -3.2095 -2.5507 -0.0074
93 H -1.9970 -6.0115 0.3296
94 H -2.6413 -4.9118 1.5746
95 C -6.7528 4.0463 0.8737
96 H -1.0934 -3.2477 0.9061
97 H -0.9223 -1.2161 -3.6794
98 C 0.2081 -4.8947 1.1482
99 C 4.5210 -5.7682 3.3631
100 C 5.5914 -7.9914 3.7320
101 O 5.1621 -6.3573 6.9599
102 H -7.4028 4.7767 5.7768
103 C 0.5834 6.8665 -3.3279
104 H -4.2697 7.1598 3.8675
105 O -5.7932 5.1427 4.5988
106 C 0.1360 2.3734 2.9294
107 H 1.1805 -1.7766 -4.2714
108 O 4.7421 -5.8903 -1.0017
109 H -3.3631 6.5503 0.3124
110 H 2.5682 -2.9679 -0.6444
111 C -0.5674 6.5913 -2.4899
112 C -7.2090 7.7900 6.4936
113 C -7.0149 6.5675 5.9806
114 O 0.5850 0.1542 -0.5486
115 O -6.4324 10.0137 6.5215
116 H 2.2581 -7.9445 -2.6522
117 C 1.0091 0.3904 1.8461
118 H -0.5900 3.9312 3.5978
119 C -7.2056 4.4751 -0.4970
120 Al 1.6098 -5.0028 -1.5055
121 H 6.0531 -3.5850 -5.1365
122 H 3.8021 -0.2077 -8.1762

## Properties
* total charge: -1
* orbital gap: 3.161 eV